Entry 1:
Below is a cluster of 2 separate species, C6H9N in total, with properties calculated with ωB97M-V/def2-TZVPD.

**Maximum force**: 2.24 eV Å⁻¹
**Orbital gap (alpha / beta)**: 7.807 / 7.803 eV
**ΔE to the lowest compared entry with this formula, charge and spin**: 474.5 kJ/mol
**E**: -7853.24194 eV

Geometry as XYZ:
```
16
C6H9N, DFT ωB97M-V/def2-TZVPD
C 2.32119 -0.29591 -0.23156
C 0.90435 -0.15085 0.19752
C -0.07321 -1.05292 0.45344
C -1.27637 -0.30171 0.68796
C -2.25775 -0.38096 -0.35726
C -0.89188 1.02525 0.86942
N 0.37457 1.12051 0.44988
H 3.01187 0.03115 0.55355
H 2.53118 -1.34195 -0.46501
H 2.51425 0.29123 -1.13647
H -0.01772 -2.11758 0.25565
H -0.83886 0.37978 -1.53718
H -3.12625 0.28446 -0.28598
H -2.53754 -1.37052 -0.73267
H -1.52552 1.90092 0.94987
H 0.88769 1.97912 0.32884
```

Löwdin population analysis, charges in e, atoms 1 to 6: -0.04 -0.35 -0.07 -0.38 -0.01 -0.14

=====

Entry 2:
Below is an isolated molecule of C6H9N, with properties calculated with ωB97M-V/def2-TZVPD.

**Maximum force**: 0.58 eV Å⁻¹
**Orbital gap**: 10.395 eV
**ΔE to the lowest compared entry with this formula, charge and spin**: 278.9 kJ/mol
**SMILES**: CC#CC[C@H]1CN1
**E**: -7855.26929 eV

Geometry as XYZ:
```
16
C6H9N, DFT ωB97M-V/def2-TZVPD
C -1.75533 0.05829 2.93535
C -1.26650 0.24236 1.56862
C -0.86951 0.39068 0.44101
C -0.39046 0.55414 -0.93159
C 1.09594 0.31441 -1.09871
C 1.53088 -1.05097 -1.45077
N 1.41408 -0.00825 -2.48464
H -1.02896 0.43453 3.66349
H -1.93111 -1.00201 3.14682
H -2.69777 0.59520 3.08768
H -0.62452 1.55792 -1.30519
H -0.90539 -0.14833 -1.59909
H 1.75344 0.97984 -0.53899
H 0.77411 -1.83424 -1.42990
H 2.54295 -1.39967 -1.31999
H 2.35815 0.31609 -2.68409
```

Löwdin population analysis, charges in e, atoms 1 to 6: -0.11 -0.09 -0.04 -0.18 -0.35 -0.14

=====

Entry 3:
Below is a structure of composition C6H9N, with properties calculated with ωB97M-V/def2-TZVPD.

**Maximum force**: 0.93 eV Å⁻¹
**Orbital gap**: 7.596 eV
**ΔE to the lowest compared entry with this formula, charge and spin**: 574.4 kJ/mol
**E**: -7852.20635 eV

Geometry as XYZ:
```
16
C6H9N, DFT ωB97M-V/def2-TZVPD
C -0.87846 -0.91313 1.24141
C -0.19991 -0.50228 -0.01349
C -0.65202 0.46518 -1.00845
C 0.39468 1.06653 -0.05314
C 0.46899 2.17152 0.80161
C 1.65505 0.11193 -0.05683
N 0.99468 -1.16911 -0.40148
H -1.62922 -0.17370 1.51452
H -0.14243 -0.97873 2.05352
H -1.32922 -1.89771 1.09512
H -1.68189 0.78770 -0.87791
H -0.34718 0.29306 -2.03930
H -0.31701 2.92940 0.60023
H 2.40015 0.42572 -0.77824
H 2.01353 0.11459 0.97734
H 1.23288 -1.94164 0.21893
```

Löwdin population analysis, charges in e, atoms 1 to 6: 0.00 -0.42 -0.03 -0.41 0.10 -0.15

=====

Entry 4:
Below is a structure of composition C6H9N, with properties calculated with ωB97M-V/def2-TZVPD.

**Maximum force**: 0.46 eV Å⁻¹
**Orbital gap**: 7.912 eV
**ΔE to the lowest compared entry with this formula, charge and spin**: 504.8 kJ/mol
**E**: -7852.92739 eV

Geometry as XYZ:
```
16
C6H9N, DFT ωB97M-V/def2-TZVPD
C -1.98328 -0.50367 -0.33949
N -1.00043 0.52259 -0.08956
C -0.23274 0.67093 1.06193
C 1.36221 -0.13386 0.71622
C 1.53475 -1.06506 -0.29641
C 0.01872 0.86252 -0.91128
C 0.88526 1.22800 0.25056
H -1.47476 -1.47868 -0.32746
H -2.43878 -0.34225 -1.31997
H -2.75984 -0.47040 0.42850
H -0.58394 0.83943 2.07127
H 1.76547 -0.26982 1.72342
H 1.68549 -2.11940 -0.06719
H 1.75330 -0.76037 -1.31036
H 0.04012 0.86422 -1.99085
H 1.42846 2.15581 0.40066
```

Löwdin population analysis, charges in e, atoms 1 to 6: -0.03 -0.16 -0.14 -0.24 -0.02 -0.05

=====

Entry 5:
Below is an isolated molecule of C6H9N, with properties calculated with ωB97M-V/def2-TZVPD.

**Maximum force**: 2.20 eV Å⁻¹
**Orbital gap**: 8.802 eV
**ΔE to the lowest compared entry with this formula, charge and spin**: 92.1 kJ/mol
**SMILES**: Cc1c[nH]c(C)c1
**E**: -7857.20539 eV

Geometry as XYZ:
```
16
C6H9N, DFT ωB97M-V/def2-TZVPD
C -2.21107 0.44316 -1.28245
C -1.08367 0.09002 -0.39608
C -0.74790 -1.17850 -0.03720
N 0.50403 -1.11296 0.62474
C 1.01594 0.14121 0.53871
C 0.01270 0.91987 -0.04188
C 2.41075 0.64586 0.68828
H -2.04722 1.40932 -1.76611
H -2.23849 -0.29758 -2.08323
H -3.18437 0.54398 -0.79949
H -1.00390 -2.18065 -0.33891
H 1.04426 -1.93233 0.77583
H -0.12418 1.95979 0.24490
H 2.80173 1.12832 -0.20510
H 2.49627 1.40990 1.46527
H 3.10762 -0.18301 0.85383
```

Löwdin population analysis, charges in e, atoms 1 to 6: -0.07 -0.32 -0.07 0.05 -0.32 -0.04

=====

Entry 6:
Below is an isolated molecule of C6H9N, with properties calculated with ωB97M-V/def2-TZVPD.

**Maximum force**: 0.65 eV Å⁻¹
**Orbital gap**: 9.417 eV
**ΔE to the lowest compared entry with this formula, charge and spin**: 361.7 kJ/mol
**SMILES**: C[C@]12C[C@H]1[C@H]1N[C@H]12
**E**: -7854.41110 eV

Geometry as XYZ:
```
16
C6H9N, DFT ωB97M-V/def2-TZVPD
C -1.98646 -0.17331 -0.44131
C -0.48821 -0.07547 -0.20032
C 0.45781 -0.89293 -1.01038
C 0.56450 -0.96718 0.48500
C 1.22933 0.28499 1.07217
N 1.73620 1.12082 -0.00523
C 0.27743 1.16285 0.39824
H -2.59479 0.47492 0.20207
H -2.33575 -1.20224 -0.28809
H -2.23100 0.08802 -1.48177
H -0.00906 -1.78022 -1.43326
H 1.20318 -0.39934 -1.62138
H 0.53723 -1.90897 1.02265
H 1.58213 0.38640 2.09133
H 2.31099 1.86090 0.40121
H -0.25353 2.02077 0.80905
```

Löwdin population analysis, charges in e, atoms 1 to 6: -0.03 -0.35 -0.08 -0.13 -0.25 0.06

=====

Entry 7:
Below is an isolated molecule of C6H9N, with properties calculated with ωB97M-V/def2-TZVPD.

**Maximum force**: 1.35 eV Å⁻¹
**Orbital gap**: 9.824 eV
**ΔE to the lowest compared entry with this formula, charge and spin**: 435.1 kJ/mol
**SMILES**: C1[C@H]2N1CC21CC1
**E**: -7853.64972 eV

Geometry as XYZ:
```
16
C6H9N, DFT ωB97M-V/def2-TZVPD
C 1.15746 1.59099 -0.08837
C 0.51635 0.57964 -0.86601
N 1.82669 0.13579 -0.31445
C 1.04016 -1.14764 0.13345
C -0.24606 -0.39557 -0.03522
C -1.14153 -0.10729 1.12472
C -1.69526 -0.62559 -0.18010
H 0.79801 1.94073 0.87415
H 1.53289 2.42182 -0.70735
H 0.45956 0.60315 -1.94751
H 1.22768 -1.68667 1.07508
H 1.18349 -1.87094 -0.69136
H -1.34264 0.90636 1.46002
H -1.06196 -0.83651 1.93157
H -2.10861 -1.61909 -0.27669
H -2.15621 0.14098 -0.80244
```

Löwdin population analysis, charges in e, atoms 1 to 6: -0.04 -0.30 0.03 -0.08 -0.44 -0.08

=====

Entry 8:
Below is an isolated molecule of C6H9N, with properties calculated with ωB97M-V/def2-TZVPD.

**Maximum force**: 0.39 eV Å⁻¹
**Orbital gap**: 8.790 eV
**ΔE to the lowest compared entry with this formula, charge and spin**: 57.8 kJ/mol
**SMILES**: Cc1cc[nH]c1C
**E**: -7857.56101 eV

Geometry as XYZ:
```
16
C6H9N, DFT ωB97M-V/def2-TZVPD
C 0.88967 -1.33037 -1.16488
C 0.05315 -0.63620 -0.13873
C -0.35999 0.67164 -0.11560
C 0.53379 1.74851 -0.65328
C -1.28060 0.80308 0.97032
C -1.28815 -0.38745 1.64377
N -0.49221 -1.27114 0.95319
H 0.81517 -0.78873 -2.11406
H 0.50895 -2.34055 -1.35108
H 1.95147 -1.40133 -0.90498
H 1.00336 1.49880 -1.60998
H 1.34668 1.80531 0.08148
H 0.08067 2.73900 -0.70539
H -1.90007 1.66286 1.19720
H -1.77463 -0.66810 2.56723
H -0.08725 -2.10531 1.34478
```

Löwdin population analysis, charges in e, atoms 1 to 6: -0.03 -0.31 -0.27 -0.05 -0.06 -0.13